The following is a DFT calculation (ωB97M-V with the def2-TZVPD basis set) of a molecular structure, C14H19BBrIN2O6Si2 in a non-equilibrium geometry.

Summary:
Electronic energy = -124665.961 eV
HOMO-LUMO gap = 8.886 eV
HOMO = -9.70 eV
LUMO energy = -0.81 eV

```
! wB97M-V def2-TZVPD RIJCOSX def2/J DEFGRID3
* xyz 0 1
C 3.0788 -1.0116 3.2190
C 3.1325 0.3550 3.9299
B 1.8910 0.4824 4.8818
O 0.8886 1.3391 4.5239
Si 1.5752 -0.4957 6.5924
Br -0.6332 -0.9813 6.6776
O 2.3458 -1.9750 6.7447
Si 3.9870 -2.0400 6.9538
I 4.7186 -1.0012 9.0458
H 2.9987 -1.8336 3.9159
H 3.9562 -1.1183 2.5992
H 2.2116 -0.9971 2.5741
H 4.0965 0.5135 4.4012
H 3.0487 1.1038 3.1468
H 1.3078 2.1121 4.1124
H 1.8249 0.3784 7.7532
H 4.6968 -1.3649 5.8583
H 4.3657 -3.4581 6.9787
C -2.0237 -1.0891 -0.8589
C -1.2941 -1.5128 0.2436
C -0.0296 -2.0502 0.0724
C 0.4866 -2.1499 -1.2049
C -0.2270 -1.7384 -2.3146
C -1.4930 -1.2051 -2.1354
N 1.8388 -2.6990 -1.3846
O 2.4356 -3.0665 -0.3908
O 2.2832 -2.7482 -2.5142
H -3.0103 -0.6660 -0.7254
H -1.7087 -1.4232 1.2378
H 0.5394 -2.3824 0.9271
H 0.1938 -1.8295 -3.3039
H -2.0681 -0.8767 -2.9864
C -2.9195 4.2698 -6.2889
C -3.1330 4.0852 -4.9300
C -3.3748 2.8168 -4.4315
C -3.3954 1.7499 -5.3094
C -3.1904 1.9133 -6.6660
C -2.9516 3.1859 -7.1552
N -3.6318 0.3990 -4.7833
O -3.8262 0.2831 -3.5860
O -3.6116 -0.5273 -5.5670
H -2.7265 5.2617 -6.6740
H -3.1089 4.9301 -4.2569
H -3.5421 2.6653 -3.3764
H -3.2146 1.0654 -7.3327
H -2.7877 3.3315 -8.2132
*
```

Atomic partial charges in e from the Löwdin method, atoms 1 to 8: C -0.10; C -0.21; B -0.58; O 0.08; Si 0.17; Br 0.34; O -0.51; Si 0.04

The following is a DFT calculation (ωB97M-V with the def2-TZVPD basis set) of a gas-phase ion, C14H19BrNOSi (charge +1) in a non-equilibrium geometry.

Summary:
Electronic energy = -96277.338 eV
SMILES = C[Si](C)(C)OCCc1cccc2cc[nH+]c(Br)c12
HOMO-LUMO gap = 7.231 eV
HOMO = -12.16 eV
LUMO energy = -4.93 eV

```
! wB97M-V def2-TZVPD RIJCOSX def2/J DEFGRID3
* xyz 1 1
C -1.9232 -0.4949 -1.6816
Si -1.2512 -2.2376 -1.3271
C -2.5832 -3.4554 -2.0005
C 0.2883 -2.5138 -2.4285
O -1.0505 -2.6414 0.3251
C -0.7226 -1.5537 1.1800
C 0.8573 -1.2410 1.2648
C 1.1414 0.1984 0.7567
C 1.7051 0.2699 -0.6057
C 2.0212 1.5219 -1.3342
C 1.7936 2.8025 -0.6753
C 1.2755 2.7717 0.7036
C 1.0774 4.0769 1.4062
C 0.5510 4.0386 2.7432
N 0.2508 2.8353 3.3832
C 0.3976 1.5754 2.8204
Br -0.1107 0.1359 3.9919
C 0.9281 1.5039 1.4470
H -2.6629 -0.1523 -0.8958
H -1.1021 0.2678 -1.8372
H -2.4972 -0.5479 -2.6551
H -3.5108 -3.4675 -1.3719
H -2.8206 -3.0902 -3.0433
H -2.0973 -4.4711 -2.0800
H 0.5618 -1.5093 -2.8752
H 1.1335 -2.9116 -1.8051
H 0.0456 -3.2659 -3.2351
H -1.0082 -1.8801 2.2272
H -1.2890 -0.6009 0.9978
H 1.3310 -1.9882 0.5590
H 1.2912 -1.4822 2.2729
H 1.9203 -0.6870 -1.1546
H 2.4166 1.4916 -2.3772
H 2.0175 3.7492 -1.2197
H 1.3365 5.0339 0.8956
H 0.4093 4.9965 3.2916
H -0.1212 2.9230 4.3372
*
```

Atomic partial charges in e from the Löwdin method, atoms 1 to 8: C -0.18; Si 0.47; C -0.18; C -0.18; O -0.22; C -0.29; C -0.15; C -0.12

The following is a DFT calculation (ωB97M-V with the def2-TZVPD basis set) of a molecular structure, C14H19BrRe in a non-equilibrium geometry.

Summary:
Electronic energy = -86994.218 eV
<S²> = 3.78
HOMO-LUMO gap (spin up / spin down) = 7.518 / 5.563 eV
HOMO (spin up / spin down) = -7.10 / -7.50 eV
LUMO energy (spin up / spin down) = 0.42 / -1.94 eV

```
! wB97M-V def2-TZVPD RIJCOSX def2/J DEFGRID3
* xyz 0 4
C 2.2186 -0.6902 1.1095
C 2.0601 0.6822 1.5109
C 0.7381 0.8450 1.9963
H 2.7918 1.4664 1.6125
C 0.0597 -0.4193 1.8771
C 0.9889 -1.3616 1.3283
H 0.7706 -2.3980 1.1194
H 3.1185 -1.1005 0.6686
H 0.4292 1.7454 2.5291
H -0.9491 -0.6197 2.2423
Re 0.6504 0.1762 -0.0597
Br 1.2293 1.3896 -2.1318
C 0.4478 -2.1368 -2.4370
C 0.4684 -3.1626 -1.4366
C 1.8206 -3.3165 -0.9913
H -0.3453 -3.8254 -1.1709
C 2.6372 -2.3819 -1.7058
C 1.7929 -1.6647 -2.6175
H 2.1400 -1.0174 -3.3886
H -0.3909 -1.8827 -3.0527
H 2.1886 -4.1059 -0.3401
H 3.7159 -2.3580 -1.6832
C -2.2839 3.0190 -0.5654
C -1.7440 2.0692 0.4965
C -2.6993 1.9263 1.6873
C -1.3822 0.6372 -0.1118
H -3.1755 2.5982 -1.0281
H -1.5609 3.2105 -1.3571
H -2.5184 4.0055 -0.1548
H -0.7925 2.4736 0.8765
H -3.5247 1.2510 1.4246
H -2.1922 1.5298 2.5747
H -3.1039 2.8963 1.9940
H -1.6199 0.6776 -1.1788
H -1.9841 -0.1577 0.3639
*
```

Atomic partial charges in e from the Löwdin method, atoms 1 to 8: C -0.23; C -0.20; C -0.22; H 0.12; C -0.23; C -0.25; H 0.10; H 0.11

The following is a DFT calculation (ωB97M-V with the def2-TZVPD basis set) of a single C14H19ClN2O3S molecule in a non-equilibrium geometry.

Summary:
Electronic energy = -47306.856 eV
SMILES = Cc1ccc(S(=O)(=O)N2CCN(C(=O)CCl)CC2)c(C)c1
HOMO-LUMO gap = 9.517 eV
HOMO = -8.98 eV
LUMO energy = 0.54 eV

```
! wB97M-V def2-TZVPD RIJCOSX def2/J DEFGRID3
* xyz 0 1
C -5.3700 -1.2400 -1.3324
C -4.1356 -0.6880 -0.6906
C -3.4455 -1.4078 0.2705
C -2.3008 -0.9149 0.8980
C -1.8616 0.3477 0.5257
C -2.5392 1.0854 -0.4333
C -3.6676 0.5776 -1.0401
H -4.1924 1.1574 -1.7842
H -2.1603 2.0647 -0.6754
S -0.4067 1.2034 1.1320
O 0.2106 0.5375 2.2511
O -0.7237 2.5899 1.2933
N 0.5579 1.0856 -0.2531
C 1.1170 -0.2301 -0.4639
H 0.3514 -0.9604 -0.1994
H 1.3504 -0.3283 -1.5303
C 2.3835 -0.4617 0.3766
N 3.3234 0.6037 0.1140
C 4.4975 0.5241 -0.5402
O 5.1522 1.5052 -0.8380
C 5.0120 -0.8656 -0.9033
H 5.9645 -0.7434 -1.4185
H 4.3125 -1.4118 -1.5362
Cl 5.3210 -1.8484 0.5539
C 2.7744 1.9098 0.4304
H 3.5383 2.6600 0.2231
H 2.5015 1.9316 1.4899
C 1.5251 2.1520 -0.4200
H 1.0322 3.0763 -0.1201
H 1.7947 2.2057 -1.4798
H 2.8097 -1.4372 0.1569
H 2.1069 -0.4253 1.4355
C -1.6147 -1.7680 1.9190
H -0.8403 -1.2138 2.4367
H -2.3399 -2.1306 2.6453
H -1.1682 -2.6387 1.4378
H -3.8003 -2.3892 0.5526
H -5.4738 -2.3032 -1.1338
H -6.2500 -0.7301 -0.9411
H -5.3460 -1.0807 -2.4084
*
```

Atomic partial charges in e from the Löwdin method, atoms 1 to 8: C -0.04; C -0.26; C 0.00; C -0.24; C -0.23; C -0.05; C -0.03; H 0.12

The following is a DFT calculation (ωB97M-V with the def2-TZVPD basis set) of a gas-phase ion, C14H19ClN3OS (charge +1) in a non-equilibrium geometry.

Summary:
Electronic energy = -44695.195 eV
SMILES = CC(C)C[C@H]([NH3+])c1nnc(SCc2ccc(Cl)cc2)o1
HOMO-LUMO gap = 8.192 eV
HOMO = -11.16 eV
LUMO energy = -2.97 eV

```
! wB97M-V def2-TZVPD RIJCOSX def2/J DEFGRID3
* xyz 1 1
C -3.7752 -2.0989 1.9516
H -4.7800 -2.4204 2.2084
H -3.2121 -2.9692 1.6234
H -3.3082 -1.7051 2.8499
C -3.8212 -1.0404 0.8509
C -4.5003 -1.6160 -0.3938
H -3.8688 -2.3600 -0.8814
H -4.8030 -0.8429 -1.0981
H -5.4100 -2.1300 -0.0938
C -2.3879 -0.5539 0.5887
H -1.9760 -0.1971 1.5345
C -2.2703 0.5914 -0.4215
C -0.8978 1.1780 -0.4021
N -0.0839 1.0028 -1.3960
N 1.0765 1.6006 -1.0833
C 0.9188 2.1144 0.1053
S 2.0277 3.0009 1.0476
C 3.5323 2.7917 0.0057
C 3.9847 1.3688 -0.0065
C 4.4606 0.7756 1.1588
C 4.8600 -0.5467 1.1643
C 4.7830 -1.2866 -0.0076
C 4.3164 -0.7069 -1.1782
C 3.9149 0.6163 -1.1724
H 3.5457 1.0674 -2.0798
H 4.2692 -1.2882 -2.0850
Cl 5.2689 -2.9420 -0.0074
H 5.2306 -1.0034 2.0679
H 4.5161 1.3540 2.0694
H 4.2613 3.4489 0.4790
H 3.2867 3.1540 -0.9900
O -0.3372 1.8730 0.5949
H -3.0283 1.3518 -0.2094
N -2.4084 0.0811 -1.8284
H -2.8131 -0.8666 -1.8218
H -1.4159 0.0960 -2.1921
H -2.9787 0.6896 -2.4227
H -1.7621 -1.3876 0.2603
H -4.4150 -0.1945 1.2107
*
```

Atomic partial charges in e from the Löwdin method, atoms 1 to 8: C -0.06; H 0.09; H 0.09; H 0.09; C -0.42; C -0.07; H 0.09; H 0.08

The following is a DFT calculation (ωB97M-V with the def2-TZVPD basis set) of a single C14H19F2N3OS molecule in a non-equilibrium geometry.

Summary:
Electronic energy = -37611.138 eV
SMILES = C/C(=N\NC(=S)NCC(C)(C)C)c1cc(F)cc(F)c1O
HOMO-LUMO gap = 8.249 eV
HOMO = -7.93 eV
LUMO energy = 0.32 eV

```
! wB97M-V def2-TZVPD RIJCOSX def2/J DEFGRID3
* xyz 0 1
F 0.8738 1.4464 -6.1932
F -1.4731 3.3237 -2.6285
S 2.6463 -2.9139 2.1143
N 1.4766 -0.6922 -0.6729
O -0.2054 1.7800 -0.7577
C 1.5619 -2.0472 1.3380
C 2.0529 -0.0113 -1.6709
C -0.3407 2.3648 -4.3546
C 1.3055 0.6544 -3.9818
C 0.5583 1.3934 -4.8780
C -0.6266 2.4190 -3.0314
C 0.1022 1.5866 -2.0531
C 1.0820 0.7187 -2.5477
N 2.1621 -1.3929 0.2622
N 0.5034 -1.6087 2.0739
C 3.5321 0.2048 -1.8602
C -1.7018 -1.1823 3.9701
C -2.5299 0.6842 2.5670
C -2.5804 -1.5900 1.5731
C -0.3160 -0.3644 1.9498
C -1.7283 -0.6854 2.4779
H -1.0472 2.2683 -0.7085
H -0.7936 3.1234 -4.9756
H 2.0188 -0.1788 -4.2034
H 3.2099 -1.5534 0.2110
H 0.3614 -2.1419 2.9334
H 3.7564 1.2236 -2.2385
H 3.8459 -0.6135 -2.4547
H 4.0490 0.0073 -0.8954
H -1.3137 -2.2099 4.0366
H -2.7550 -1.1040 4.3906
H -1.0577 -0.5496 4.7495
H -3.4809 0.4493 3.1340
H -1.8607 1.3676 3.0491
H -2.8541 1.1752 1.6549
H -1.8830 -2.2875 1.1370
H -3.2819 -2.2550 2.2596
H -3.1061 -1.0698 0.7816
H -0.2429 -0.1693 0.9349
H 0.0805 0.4302 2.5076
*
```

Atomic partial charges in e from the Löwdin method, atoms 1 to 8: F 0.05; F 0.11; S 0.66; N 0.09; O 0.07; C -0.87; C -0.25; C 0.06